The following is a quantum chemistry calculation of a 5-piece molecular cluster, C35H63FN3O9SSi overall in a non-equilibrium geometry, from the Open Molecules 2025 dataset.

Last columns: bonded neighbours and bond lengths (Å).
Cartesian coordinates (Å):
1 H 3.08707 4.92064 2.22652  C84 1.181
2 C -8.17661 -1.18572 -4.42389  H13 1.090, H14 1.090, C55 1.501, H92 1.096
3 O -4.79710 0.23733 0.67667  C67 1.229
4 H 0.75577 -0.29046 2.43025  C18 1.172
5 H 4.79227 -3.89177 5.35472  C69 1.189
6 O -5.27541 -0.44789 -3.75362  C97 1.229
7 H -3.74370 4.16812 -1.27235  C8 1.095
8 C -4.60877 3.78578 -1.82349  H7 1.095, H30 1.093, H43 1.094, C73 1.517
9 H 3.94236 2.09871 3.48863  C31 1.178
10 H -1.10344 -0.89646 2.31300  C18 1.193
11 H 5.98736 4.49708 -0.26719  C35 1.179
12 H -1.54268 0.15102 -6.21684  C27 1.095
13 H -8.94912 -0.47746 -4.12528  C2 1.090
14 H -7.77750 -0.90339 -5.39849  C2 1.090
15 C -10.99853 -1.87247 -4.65605  C26 1.517, H45 1.095, H48 1.095, O95 1.440
16 O -3.10772 -0.73653 -4.23481  C97 1.351, C111 1.440
17 H 3.36371 4.39804 8.49565  C85 1.090
18 C 0.04174 -1.16466 2.11476  H4 1.172, H10 1.193, H49 1.194, Si57 1.964
19 N 4.31058 -2.60295 -0.64550  C28 1.543, C39 1.519, C99 1.543
20 H -2.20213 -2.53131 -4.83546  C111 1.095
21 H -0.67861 -3.66640 -1.16445  C37 1.192
22 C -4.80992 -1.94213 -5.53845  H34 1.090, C97 1.501, H98 1.090, H108 1.096
23 H 5.12228 4.68546 8.49298  C85 1.090
24 C 6.20191 -2.63845 3.94579  C29 1.646, H46 1.186, F68 1.509, C69 1.653
25 H -6.74686 1.87636 -1.36314  C100 1.090
26 C -11.09172 -1.12715 -5.97364  C15 1.517, H60 1.095, H74 1.094, H104 1.093
27 C -1.75049 -0.92326 -6.24895  H12 1.095, H56 1.094, H109 1.093, C111 1.517
28 C 3.69704 -3.90390 -0.08703  N19 1.543, C79 1.639, N113 1.514
29 C 6.77775 -3.03110 2.45455  C24 1.646, H75 1.194, N103 1.513, H110 1.185
30 H -5.47724 3.91465 -1.17274  C8 1.093
31 C 4.56048 2.11690 2.48563  H9 1.178, C33 1.659, C52 1.640
32 H -0.42714 0.83638 -0.47839  C58 1.186
33 C 4.86255 3.54019 1.68944  C31 1.659, C35 1.648, C84 1.661
34 H -4.03509 -2.65964 -5.80754  C22 1.090
35 C 5.73567 3.49020 0.29204  H11 1.179, C33 1.648, C102 1.647
36 O -7.84101 -3.53545 -4.38911  C55 1.229
37 C -0.52529 -3.33616 -0.02954  H21 1.192, H47 1.193, Si57 1.926, H61 1.193
38 H 6.12222 -4.96066 4.38036  C69 1.171
39 C 3.68059 -1.98629 -1.88222  N19 1.519, C88 1.672, H96 1.194, H106 1.189
40 O 3.50059 5.51607 6.09501  C63 1.351, C90 1.440
41 H 6.57150 -0.57846 -1.34103  C42 1.191
42 C 6.43485 -0.78014 -0.17540  H41 1.191, C80 1.639, C99 1.639, H105 1.191
43 H -4.75583 4.39677 -2.71844  C8 1.094
44 H 4.72584 5.87537 1.83898  C84 1.171
45 H -11.93398 -2.41585 -4.48578  C15 1.095
46 H 5.24409 -1.93997 3.92174  C24 1.186
47 H -1.62420 -3.35246 0.43553  C37 1.193
48 H -10.86921 -1.20372 -3.79823  C15 1.095
49 H 0.22335 -2.16637 2.73842  C18 1.194
50 O 1.81118 -1.30263 -0.31057  Si57 1.757, C88 1.472
51 H 4.88288 -0.35991 2.44101  C52 1.182
52 C 5.07820 0.67404 1.90215  C31 1.640, H51 1.182, C80 1.641
53 H -1.13950 -1.27557 -4.22745  C111 1.095
54 O -4.13906 1.53196 -1.02763  C67 1.351, C73 1.440
55 C -8.64587 -2.61070 -4.47493  C2 1.501, O36 1.229, O95 1.351
56 H -0.89404 -1.43567 -6.69595  C27 1.094
57 Si 0.14427 -1.54415 0.19017  C18 1.964, C37 1.926, O50 1.757, C58 1.926
58 C -0.92411 -0.21592 -0.70595  H32 1.186, Si57 1.926, H76 1.188, H78 1.171
59 H 1.52237 -2.70539 -2.02682  C88 1.174
60 H -11.25321 -1.82880 -6.79819  C26 1.095
61 H 0.07308 -4.16048 0.59174  C37 1.193
62 H 3.14168 -5.37827 3.03437  S94 1.431
63 C 4.31136 4.52795 6.53351  O40 1.351, O64 1.229, C85 1.501
64 O 5.09748 3.98208 5.76255  C63 1.229
65 H 3.50883 7.94898 7.21145  C77 1.095
66 H 2.53224 -5.69423 -0.15460  N113 1.062
67 C -5.09483 1.02687 -0.21682  O3 1.229, O54 1.351, C100 1.501
68 F 7.30842 -1.88054 4.63692  C24 1.509
69 C 5.89587 -3.94308 4.91436  H5 1.189, C24 1.653, H38 1.171, H87 1.194
70 H 1.74850 6.56098 6.14841  C90 1.095
71 H 1.86808 5.33939 7.40107  C90 1.095
72 H -6.69568 2.29894 0.36718  C100 1.090
73 C -4.39643 2.33140 -2.19753  C8 1.517, O54 1.440, H81 1.095, H93 1.095
74 H -11.91672 -0.40963 -5.95347  C26 1.094
75 H 7.19245 -4.14737 2.54092  C29 1.194
76 H -2.00558 -0.25644 -0.21667  C58 1.188
77 C 2.97494 7.18681 7.78795  H65 1.095, H89 1.093, C90 1.517, H101 1.094
78 H -0.91753 -0.47779 -1.84705  C58 1.171
79 C 4.66445 -4.12705 1.21763  C28 1.639, S94 1.873, N103 1.523
80 C 5.90572 0.62353 0.48560  C42 1.639, C52 1.641, C102 1.672
81 H -3.50544 2.25117 -2.82923  C73 1.095
82 H -7.18321 0.67022 -0.17882  C100 1.096
83 H 2.63048 -4.85893 -1.65081  N113 1.054
84 C 4.26002 4.93568 2.36034  H1 1.181, C33 1.661, H44 1.171, H107 1.187
85 C 4.30257 4.17036 7.99139  H17 1.090, H23 1.090, C63 1.501, H91 1.096
86 H 6.86584 2.07994 -1.33642  C102 1.192
87 H 6.60383 -3.89740 5.87418  C69 1.194
88 C 2.04247 -1.70188 -1.70799  C39 1.672, O50 1.472, H59 1.174, H112 1.194
89 H 3.68770 6.78500 8.51240  C77 1.093
90 C 2.43865 6.10724 6.86754  O40 1.440, H70 1.095, H71 1.095, C77 1.517
91 H 4.44008 3.08726 8.08201  C85 1.096
92 H -7.38710 -1.10912 -3.66824  C2 1.096
93 H -5.22645 1.91733 -2.78012  C73 1.095
94 S 4.30268 -5.65157 2.24392  H62 1.431, C79 1.873
95 O -9.95436 -2.86337 -4.69862  C15 1.440, C55 1.351
96 H 4.17629 -0.93551 -2.15573  C39 1.194
97 C -4.41659 -1.01097 -4.42866  O6 1.229, O16 1.351, C22 1.501
98 H -5.08933 -1.35819 -6.41582  C22 1.090
99 C 5.52286 -2.09894 0.16582  N19 1.543, C42 1.639, N103 1.542
100 C -6.50758 1.51245 -0.36420  H25 1.090, C67 1.501, H72 1.090, H82 1.096
101 H 2.15945 7.66578 8.33700  C77 1.094
102 C 6.25182 2.04929 -0.31530  C35 1.647, C80 1.672, H86 1.192
103 N 5.73512 -3.05369 1.35842  C29 1.513, C79 1.523, C99 1.542
104 H -10.17002 -0.58498 -6.19909  C26 1.093
105 H 7.53297 -1.01829 0.22019  C42 1.191
106 H 3.85357 -2.66165 -2.84485  C39 1.189
107 H 4.48289 4.93172 3.52572  C84 1.187
108 H -5.66843 -2.53477 -5.20386  C22 1.096
109 H -2.61265 -1.05642 -6.90718  C27 1.093
110 H 7.70775 -2.33221 2.22718  C29 1.185
111 C -2.02100 -1.45118 -4.85312  O16 1.440, H20 1.095, C27 1.517, H53 1.095
112 H 1.67162 -0.88683 -2.49732  C88 1.194
113 N 2.54184 -4.73324 -0.60768  C28 1.514, H66 1.062, H83 1.054

Values from the calculation:
Energy (hartree): -2999.6295
HOMO level (eV): -10.3
Gap between HOMO and LUMO (eV): 7.1
F_max (hartree/bohr): 0.1203
Net charge: +1
Lowest unoccupied orbital energy (eV): -3.2

Results of the Mulliken charge analysis, in e, for atoms 1 through 8: atom 1 (H): 0.2537, atom 2 (C): -0.5255, atom 3 (O): -0.5994, atom 4 (H): 0.2368, atom 5 (H): 0.2310, atom 6 (O): -0.5302, atom 7 (H): 0.3119, atom 8 (C): -1.1718


The following is a quantum chemistry calculation of a 6-piece molecular cluster, C35H64B2F9N6O11P2S overall in a non-equilibrium geometry, from the Open Molecules 2025 dataset.

Last columns: bonded neighbours and bond lengths (Å).
Cartesian coordinates (Å):
1 F -1.87442 -0.81869 5.99100  C108 1.350
2 H -0.44976 -10.60039 -5.15812  C88 1.092
3 C -2.39554 -8.68379 -4.56762  C24 1.532, C32 1.461, H47 1.091, H114 1.091
4 H 1.67667 -1.04894 -4.95162  C122 1.092
5 C 1.37355 5.56035 5.40327  H14 1.090, C73 1.520, H78 1.086, H118 1.087
6 H 2.00687 -3.61611 -4.99272  C65 1.090
7 O 0.99814 0.32759 1.09768  H19 0.969, P125 1.605
8 H -3.54215 1.56275 3.16160  C16 1.092
9 H -1.98072 5.73997 2.99465  O128 0.965
10 F -1.72222 1.30927 6.41404  C108 1.344
11 O 1.04333 4.97429 3.04574  C73 1.415, B90 1.375
12 C -0.96545 3.41949 2.60280  O26 1.415, C51 1.572, C72 1.552, B90 1.588
13 H 3.20780 -1.82252 5.19575  C46 1.091
14 H 2.15351 6.02826 6.00454  C5 1.090
15 H 4.55681 -9.07208 -5.73397  C17 1.090
16 C -3.79410 1.57891 2.09886  H8 1.092, B29 1.664, H68 1.090, C127 1.533
17 C 4.18834 -8.26528 -6.36741  H15 1.090, C31 1.524, H52 1.092, H69 1.091
18 H 2.13096 -7.00928 -7.75891  C48 1.092
19 H 1.38512 0.14163 0.22847  O7 0.969
20 S -0.05733 -0.18767 7.82413  F36 1.585, F55 1.578, F83 1.585, C108 1.917, F110 1.595, F113 1.586
21 H 0.30180 -9.40952 -4.08738  C88 1.091
22 H -1.15133 8.22796 -3.03114  C92 1.091
23 H -1.93432 -1.18291 -2.02789  C104 1.087
24 C -1.79900 -9.77423 -3.67189  C3 1.532, H25 1.091, C88 1.524, H111 1.091
25 H -2.48148 -10.62558 -3.67289  C24 1.091
26 O -2.30584 3.68922 2.23953  C12 1.415, B29 1.517
27 H -1.92857 0.62544 3.85501  C129 1.088
28 H 0.34608 9.70174 -4.37815  C121 1.091
29 B -2.79611 2.62550 1.27601  C16 1.664, O26 1.517, C45 1.644, O58 1.511
30 C 4.56430 -0.14034 5.35540  C46 1.524, H59 1.091, H105 1.093, C107 1.531
31 C 2.85041 -7.74789 -5.85172  C17 1.524, C48 1.531, H87 1.091, H109 1.092
32 C -1.61372 -7.45023 -4.52531  C3 1.461, N123 1.147
33 H -0.02693 8.22851 -5.27078  C121 1.091
34 H 3.21275 0.28627 3.71422  C107 1.091
35 N 3.70118 -4.48025 -6.72744  C39 1.147
36 F 0.68609 1.20549 7.69209  S20 1.585
37 O -5.99564 -1.81848 2.71744  C97 1.209
38 H 2.67867 5.93864 3.75829  C73 1.089
39 C 3.07629 -5.44233 -6.75091  N35 1.147, C48 1.461
40 O 1.81909 2.08765 2.73018  P125 1.473
41 C 1.55023 -0.96532 -2.86660  N119 1.147, C122 1.460
42 H 1.18402 6.24912 -3.11144  C61 1.091
43 C -0.13775 0.32449 4.91229  F56 1.365, F79 1.351, C108 1.559, C129 1.530
44 H -0.16748 2.90993 4.57044  C51 1.089
45 C -3.69424 3.36034 0.11190  B29 1.644, H74 1.092, H77 1.094, C95 1.521
46 C 4.25297 -1.63005 5.44168  H13 1.091, C30 1.524, H120 1.091, H130 1.091
47 H -2.45288 -9.03134 -5.60065  C3 1.091
48 C 2.25309 -6.64947 -6.73542  H18 1.092, C31 1.531, C39 1.461, H106 1.093
49 H 2.95967 1.99944 0.31745  O71 0.965
50 H 0.93371 3.34691 -1.80093  N102 1.013
51 C -0.95850 2.55161 3.91337  C12 1.572, H44 1.089, H112 1.087, C129 1.530
52 H 4.09351 -8.65273 -7.38386  C17 1.092
53 P -0.37847 4.07184 -0.06649  O57 1.663, C72 1.908, N102 1.723
54 C 5.11254 -0.11566 2.93122  N80 1.148, C107 1.461
55 F 1.08853 -0.92177 7.02471  S20 1.578
56 F 0.16446 -0.94779 4.51932  C43 1.365
57 O 0.95745 5.03649 0.15975  P53 1.663, H89 0.966
58 O -1.50104 1.96523 0.86424  B29 1.511, C72 1.396
59 H 3.96312 0.39826 6.09010  C30 1.091
60 H -6.29700 0.17667 2.86307  C97 1.098
61 C 0.12160 6.48694 -3.03457  H42 1.091, H76 1.098, C92 1.531, C115 1.461
62 H 1.24145 6.92286 3.74871  C73 1.091
63 O -5.16542 -0.33854 1.23252  C97 1.346, C127 1.470
64 H -4.80112 1.70288 -0.71729  C95 1.094
65 C 1.25968 -3.69923 -4.20381  H6 1.090, C91 1.523, H93 1.089, H98 1.092
66 H -3.33600 -0.57486 2.16920  C127 1.089
67 H -0.98486 0.31904 -2.33198  C104 1.089
68 H -4.81916 1.94803 2.05612  C16 1.090
69 H 4.94168 -7.47652 -6.37318  C17 1.091
70 H -3.96692 0.13354 -1.81814  C75 1.092
71 O 2.09404 2.41515 0.21915  H49 0.965, P125 1.610
72 C -0.43485 2.74929 1.30713  C12 1.552, P53 1.908, O58 1.396, P125 1.820
73 C 1.60584 5.91290 3.94338  C5 1.520, O11 1.415, H38 1.089, H62 1.091
74 H -3.17079 4.22668 -0.29874  C45 1.092
75 C -3.09646 0.65361 -2.22265  H70 1.092, C104 1.524, O116 1.409, H117 1.095
76 H -0.21561 6.12033 -2.05556  C61 1.098
77 H -4.61498 3.75966 0.54757  C45 1.094
78 H 0.42412 5.94828 5.76177  C5 1.086
79 F 1.03000 0.94345 5.19431  C43 1.351
80 N 5.79309 -0.54898 2.11392  C54 1.148
81 H -0.27716 -2.59684 -5.22098  C91 1.092
82 H -4.68230 3.09731 -1.78208  C95 1.098
83 F 0.76008 -0.44545 9.15775  S20 1.585
84 H -0.48034 -2.65454 -3.48207  C91 1.091
85 H 0.17983 -0.38796 -4.31234  C122 1.091
86 N -1.16883 5.21736 -4.91370  C115 1.148
87 H 2.96755 -7.37207 -4.83412  C31 1.091
88 C -0.41846 -10.22811 -4.13193  H2 1.092, H21 1.091, C24 1.524, H94 1.090
89 H 1.51888 4.76088 0.89540  O57 0.966
90 B -0.32075 4.80332 3.03920  O11 1.375, C12 1.588, O128 1.363
91 C 0.26315 -2.54915 -4.27355  C65 1.523, H81 1.092, H84 1.091, C122 1.531
92 C -0.08683 8.00160 -3.10990  H22 1.091, C61 1.531, H100 1.091, C121 1.525
93 H 0.74285 -4.65083 -4.32357  C65 1.089
94 H -0.04761 -11.03086 -3.49544  C88 1.090
95 C -4.12156 2.48963 -1.05950  C45 1.521, H64 1.094, H82 1.098, O116 1.417
96 H 4.40368 1.52888 3.98678  C107 1.090
97 C -5.84423 -0.67856 2.34392  O37 1.209, H60 1.098, O63 1.346
98 H 1.77759 -3.71710 -3.24283  C65 1.092
99 H 1.54418 8.41061 -4.48167  C121 1.092
100 H 0.39881 8.45131 -2.24273  C92 1.091
101 H -3.33567 0.15639 0.54865  C127 1.083
102 N 0.04494 3.06853 -1.40138  H50 1.013, P53 1.723, H124 1.013
103 H -1.68284 0.07289 -0.76703  C104 1.087
104 C -1.84347 -0.11835 -1.82537  H23 1.087, H67 1.089, C75 1.524, H103 1.087
105 H 5.61245 0.03233 5.61125  C30 1.093
106 H 1.26014 -6.37889 -6.36863  C48 1.093
107 C 4.25964 0.44824 3.97513  C30 1.531, H34 1.091, C54 1.461, H96 1.090
108 C -1.00498 0.19256 6.20144  F1 1.350, F10 1.344, S20 1.917, C43 1.559
109 H 2.13523 -8.57167 -5.80538  C31 1.092
110 F -1.19477 0.50867 8.69948  S20 1.595
111 H -1.74353 -9.41316 -2.64414  C24 1.091
112 H -1.89513 2.82322 4.39352  C51 1.087
113 F -0.78651 -1.57923 8.04411  S20 1.586
114 H -3.41436 -8.45492 -4.25197  C3 1.091
115 C -0.60585 5.77580 -4.08373  C61 1.461, N86 1.148
116 O -2.97440 1.95377 -1.69482  C75 1.409, C95 1.417
117 H -3.17136 0.72399 -3.31256  C75 1.095
118 H 1.44999 4.48773 5.56440  C5 1.087
119 N 1.98869 -0.80866 -1.81869  C41 1.147
120 H 4.43594 -2.00368 6.45014  C46 1.091
121 C 0.47678 8.61911 -4.38517  H28 1.091, H33 1.091, C92 1.525, H99 1.092
122 C 0.92521 -1.17227 -4.16948  H4 1.092, C41 1.460, H85 1.091, C91 1.531
123 N -1.00653 -6.47793 -4.48144  C32 1.147
124 H -0.68679 3.19306 -2.09143  N102 1.013
125 P 1.16567 1.89022 1.42482  O7 1.605, O40 1.473, O71 1.610, C72 1.820
126 H -0.50277 0.64282 2.87913  C129 1.080
127 C -3.81272 0.15865 1.52127  C16 1.533, O63 1.470, H66 1.089, H101 1.083
128 O -1.13345 5.81700 3.45053  H9 0.965, B90 1.363
129 C -0.91842 1.02622 3.79960  H27 1.088, C43 1.530, C51 1.530, H126 1.080
130 H 4.87598 -2.20499 4.75427  C46 1.091

Values from the calculation:
Energy (hartree): -4557.8913
HOMO level (eV): -5.1
Gap between HOMO and LUMO (eV): 6.6
F_max (hartree/bohr): 0.0232
Net charge: -1
Lowest unoccupied orbital energy (eV): 1.6

Results of the Mulliken charge analysis, in e, for atoms 1 through 8: atom 1 (F): -0.3028, atom 2 (H): 0.3144, atom 3 (C): -0.5106, atom 4 (H): 0.4511, atom 5 (C): -1.0416, atom 6 (H): 0.1240, atom 7 (O): -0.6730, atom 8 (H): 0.7418


Question: Among the records above, which one has the highest net charge?
Answer: C35H63FN3O9SSi


Question: Which of these has the highest F_max?
Answer: C35H63FN3O9SSi


Question: Look up the gap between HOMO and LUMO of the first one.
Answer: 7.1 eV


Question: Among the records above, which one has the lowest lowest unoccupied orbital energy?
Answer: C35H63FN3O9SSi